(one)
Molecular formula: C5H6N4
Method: DFT, the ωB97M-V functional and the def2-TZVPD basis

Orbital gap, eV: 8.69
E_LUMO, eV: -0.68
Total charge: 0

The geometry in XYZ format:
```
15
Properties=species:S:1:pos:R:3:nbo_charge:R:1
N 0.829 1.537 -0.567 -0.1217
N 1.880 -1.340 -0.224 -0.3843
N -1.459 -0.808 0.428 -0.3963
N -0.137 0.787 -0.968 -0.2130
C 2.141 -0.139 0.467 0.0170
C 0.640 -1.498 -0.551 0.1245
C 1.591 1.125 0.373 -0.1247
C -2.426 0.292 0.209 -0.4365
C -0.452 -0.480 -0.174 0.2860
H 0.385 -2.310 -1.146 0.1969
H 2.264 1.891 0.795 0.2179
H -1.925 1.150 -0.153 0.2063
H -3.096 0.150 1.353 0.2304
H 3.017 -0.234 1.028 0.2024
H -3.251 -0.122 -0.872 0.1951
```

=====

(two)
Molecular formula: C5H6N4
Method: DFT, the ωB97M-V functional and the def2-TZVPD basis

Orbital gap, eV: 8.67
E_LUMO, eV: -0.10
Total charge: 0
SMILES: [H]/N=C\N=N/c1ccc[nH]1

The geometry in XYZ format:
```
15
Properties=species:S:1:pos:R:3:nbo_charge:R:1
N 0.329 -0.696 -0.018 -0.5336
N -1.964 1.262 0.003 -0.2025
N -0.771 1.594 -0.135 -0.0948
N -2.901 -0.919 -0.318 -0.6346
C 0.327 0.713 -0.066 0.1504
C 1.602 -1.089 -0.014 -0.0133
C 1.599 1.186 -0.084 -0.2219
C -2.327 -0.073 0.448 0.1970
C 2.436 0.012 -0.038 -0.3159
H 3.534 0.010 0.048 0.2324
H 1.785 -2.175 0.118 0.2197
H 1.873 2.248 -0.044 0.2467
H -2.019 -0.260 1.488 0.1822
H -0.463 -1.322 -0.153 0.4428
H -3.041 -0.493 -1.235 0.3455
```

=====

(three)
Molecular formula: C5H6N4
Method: DFT, the ωB97M-V functional and the def2-TZVPD basis

Orbital gap (alpha / beta), eV: 6.80 / 7.47
E_LUMO (alpha / beta), eV: -1.15 / -1.26
Total charge: 0

The geometry in XYZ format:
```
15
Properties=species:S:1:pos:R:3:nbo_charge:R:1
N 1.581 -0.792 2.381 -0.2398
N -1.394 0.103 0.769 -0.4349
N -0.585 -0.381 1.638 -0.0947
N 0.717 -1.087 3.296 -0.1788
C 0.925 -0.298 1.266 0.2332
C -0.007 0.092 -1.785 -0.2813
C 1.055 0.515 -1.129 -0.2720
C -0.520 -0.761 2.905 0.0156
C 1.555 0.284 0.198 -0.1517
H -0.836 -0.578 -1.376 0.2154
H -2.343 0.195 1.174 0.3225
H -1.187 -0.777 3.732 0.2220
H -0.022 0.057 -2.934 0.2011
H 2.615 0.391 0.294 0.2423
H 1.642 1.121 -1.680 0.2012
```

=====

Stability, lowest: (one)

=====

(one)
Molecular formula: C8H14
Method: DFT, the ωB97M-V functional and the def2-TZVPD basis

Orbital gap, eV: 9.50
E_LUMO, eV: 0.80
Total charge: 0
SMILES: C=C/C(=C/C)CCC

The geometry in XYZ format:
```
22
Properties=species:S:1:pos:R:3:nbo_charge:R:1
C -0.620 0.573 -0.267 -0.4288
C 0.663 -0.415 1.524 -0.2323
C -0.096 2.931 -1.005 -0.5893
C -0.131 -0.757 0.340 -0.0514
C -1.238 -2.142 -1.294 -0.6517
C 0.362 1.665 -0.437 -0.4226
C -0.885 -1.892 0.216 -0.1498
C 2.017 -0.636 1.519 -0.3725
H 1.272 1.531 -1.052 0.2066
H 2.442 -1.059 0.559 0.1859
H 0.480 0.206 2.382 0.2145
H -0.409 -2.108 -1.984 0.2211
H -1.528 -3.297 -1.313 0.2110
H 0.760 3.578 -1.217 0.2094
H -2.071 -1.446 -1.471 0.2218
H 0.708 2.002 0.519 0.1993
H -1.442 0.968 0.446 0.2152
H -0.948 -2.675 1.039 0.2145
H -1.190 0.493 -1.281 0.2112
H -0.771 3.546 -0.444 0.2036
H 2.640 -0.455 2.334 0.1931
H -0.376 2.756 -2.094 0.1909
```

=====

(two)
Molecular formula: C8H14
Method: DFT, the ωB97M-V functional and the def2-TZVPD basis

Orbital gap, eV: 3.63
E_LUMO, eV: -2.22
Total charge: 0

The geometry in XYZ format:
```
22
Properties=species:S:1:pos:R:3:nbo_charge:R:1
C 0.006 0.563 -1.547 -0.1277
C 0.299 0.093 1.983 -0.2936
C -0.400 1.612 -2.329 -0.2829
C 0.979 -0.477 3.021 -0.3410
C -0.006 -0.513 0.764 -0.0575
C -1.400 2.588 -2.312 -0.3931
C -0.802 0.187 -0.339 -0.3355
C -1.958 -0.759 -0.796 -0.6237
H -1.877 -1.815 -0.559 0.2129
H 1.511 0.027 3.830 0.2104
H -0.147 1.105 2.152 0.2107
H -1.105 3.486 -2.832 0.1897
H 0.023 1.627 -3.330 0.2041
H -2.445 2.597 -1.989 0.1990
H -1.261 0.998 0.167 0.2159
H 0.548 -1.453 0.530 0.1935
H 1.227 -1.613 2.930 0.1846
H 5.836 -3.440 2.121 0.0021
H 5.180 -3.782 2.181 -0.0020
H -2.815 -0.423 -0.148 0.2015
H 0.883 -0.048 -1.671 0.2135
H -2.276 -0.558 -1.826 0.2192
```

=====

(three)
Molecular formula: C8H14
Method: DFT, the ωB97M-V functional and the def2-TZVPD basis

Orbital gap, eV: 8.70
E_LUMO, eV: 1.00
Total charge: 0
SMILES: CC1(C)CC[C@@H]2C[C@H]21

The geometry in XYZ format:
```
22
Properties=species:S:1:pos:R:3:nbo_charge:R:1
C 1.862 -1.432 0.030 -0.3437
C -0.138 1.397 -0.080 -0.3715
C 0.455 -0.875 -0.313 -0.2209
C -1.944 -0.508 -0.944 -0.5837
C 1.431 1.185 -0.385 -0.4445
C -0.756 -0.208 0.112 -0.0259
C -1.288 -0.139 1.332 -0.6221
C 1.739 0.032 0.339 -0.2283
H -2.200 0.348 1.264 0.2134
H -0.401 2.131 0.744 0.1983
H -0.553 0.220 2.124 0.2086
H 2.006 2.028 0.095 0.2117
H -1.547 -1.133 1.386 0.2120
H -0.410 1.831 -0.873 0.1737
H 1.696 -0.058 1.438 0.1957
H 2.245 -2.000 0.815 0.2175
H 1.769 1.213 -1.401 0.2167
H -2.878 -1.296 -0.520 0.1953
H -2.606 0.265 -0.980 0.1950
H 2.381 -1.677 -0.909 0.2025
H 0.662 -0.532 -1.260 0.1800
H -1.524 -0.793 -2.015 0.2199
```

=====

(four)
Molecular formula: C8H14
Method: DFT, the ωB97M-V functional and the def2-TZVPD basis

Orbital gap, eV: 8.78
E_LUMO, eV: 0.91
Total charge: 0
SMILES: C/C=C/C=C/CCC

The geometry in XYZ format:
```
22
Properties=species:S:1:pos:R:3:nbo_charge:R:1
C 1.332 -1.233 0.244 -0.4308
C -0.802 0.105 -0.144 -0.2349
C 3.528 -2.460 0.419 -0.5893
C -2.475 1.601 -1.167 -0.1475
C 2.334 -1.736 1.188 -0.3884
C -3.074 2.971 -0.976 -0.6532
C -1.958 0.958 -0.127 -0.2506
C 0.354 0.036 0.636 -0.1779
H 1.927 -0.868 -0.595 0.1955
H 0.928 0.843 1.261 0.2145
H 0.689 -2.074 -0.089 0.2086
H -2.506 1.103 0.843 0.2025
H 3.827 -1.651 -0.258 0.1977
H -0.661 -0.435 -1.130 0.1962
H -2.644 3.544 -1.817 0.2269
H 2.114 -2.458 1.946 0.2001
H 4.119 -2.796 1.211 0.2055
H 2.788 -0.891 1.761 0.1881
H -2.785 3.484 -0.043 0.2265
H -2.362 1.094 -2.220 0.1975
H -4.164 2.958 -1.214 0.2172
H 3.297 -3.299 -0.101 0.1959
```

=====

Stability, lowest: (two)

=====

(one)
Molecular formula: C5H6LaLiO4
Method: DFT, the ωB97M-V functional and the def2-TZVPD basis

Multiplicity: 2
Orbital gap (alpha / beta), eV: 6.36 / 7.06
E_LUMO (alpha / beta), eV: -11.71 / -11.59
Total charge: +3

The geometry in XYZ format:
```
17
Properties=species:S:1:pos:R:3:nbo_charge:R:1
La 3.147 3.098 2.234 1.9347
O 1.091 0.222 0.159 -0.5452
O 3.093 0.896 0.844 -0.9898
O 2.930 -1.074 -0.131 -0.6721
O -4.314 0.043 -2.013 -0.1793
C -2.235 0.659 -0.731 -0.6732
C -3.376 0.323 -1.441 0.9325
C 0.230 -0.742 0.581 -0.1031
C 2.444 -0.014 0.248 0.9951
C -1.054 -0.799 -0.155 -0.3229
Li 4.736 -0.391 0.448 0.9757
H -1.686 -1.590 0.269 0.2717
H 0.712 -1.720 0.711 0.2898
H -2.523 1.154 0.208 0.3237
H -0.777 -0.193 1.247 0.2123
H -1.606 1.336 -1.326 0.3275
H -0.813 -1.208 -1.150 0.2226
```

=====

(two)
Molecular formula: C5H6LaLiO4
Method: DFT, the ωB97M-V functional and the def2-TZVPD basis

Multiplicity: 2
Orbital gap (alpha / beta), eV: 6.14 / 6.29
E_LUMO (alpha / beta), eV: -12.47 / -12.32
Total charge: +3

The geometry in XYZ format:
```
17
Properties=species:S:1:pos:R:3:nbo_charge:R:1
La 2.447 1.770 3.315 1.9620
O -1.443 2.905 1.368 -0.7258
O -0.088 1.321 2.204 -0.8477
O -1.484 0.873 0.445 -0.4180
O 2.630 -1.690 -0.599 -0.4846
C -0.991 -0.297 0.336 0.5804
C -0.976 1.794 1.500 1.0404
C 0.663 -0.923 -1.668 -0.4253
C -0.880 -1.024 -0.893 -0.5542
C 1.683 -1.950 -1.318 0.4083
Li -1.244 4.642 1.964 0.9891
H -1.660 -0.742 -1.608 0.3003
H 0.448 -0.986 -2.746 0.2894
H -1.044 -2.081 -0.611 0.2990
H -0.467 -0.692 1.220 0.2009
H 1.079 0.081 -1.529 0.2257
H 1.327 -3.001 -1.379 0.1602
```

=====

Stability, lowest: (one)

=====

(one)
Molecular formula: C5H11N2O2S
Method: DFT, the ωB97M-V functional and the def2-TZVPD basis

Orbital gap, eV: 9.20
E_LUMO, eV: -3.62
Total charge: +1

The geometry in XYZ format:
```
21
Properties=species:S:1:pos:R:3:nbo_charge:R:1
S 2.322 -0.906 -1.145 -0.0475
O 1.900 1.582 0.698 -0.5769
O -1.545 -0.656 -1.655 -0.6704
N -0.376 2.388 -0.048 -0.7094
N -0.289 -1.011 0.363 -0.4546
C -0.954 -2.088 1.115 -0.4052
C -0.010 1.120 -0.728 -0.2053
C -1.011 -0.059 -0.530 0.2305
C 1.109 -0.705 0.464 -0.1217
C 1.246 0.711 0.143 0.5115
H -1.029 -3.132 0.764 0.2306
H 1.386 -1.152 1.502 0.2818
H -0.383 3.281 -0.689 0.4614
H -0.796 -0.986 -2.206 0.4786
H 0.453 2.408 0.624 0.4786
H -1.901 0.129 0.079 0.1906
H -1.324 2.309 0.213 0.4426
H -2.006 -1.742 1.133 0.2160
H 0.227 1.233 -1.823 0.2772
H -0.489 -2.033 2.178 0.2107
H 3.468 -0.690 -0.452 0.1808
```

=====

(two)
Molecular formula: C5H11N2O2S
Method: DFT, the ωB97M-V functional and the def2-TZVPD basis

Orbital gap, eV: 7.78
E_LUMO, eV: -4.61
Total charge: +1
SMILES: C/[NH+]=C(/C)[C@@](N)(O)C(O)=S

The geometry in XYZ format:
```
21
Properties=species:S:1:pos:R:3:nbo_charge:R:1
S 0.246 -3.339 -0.311 0.0300
O -1.015 -1.035 1.086 -0.7036
O 1.677 -1.368 -1.293 -0.7039
N 1.374 -0.462 1.160 -0.8709
N -1.099 1.281 -0.792 -0.4458
C 0.186 -0.450 0.468 0.2899
C 0.660 -1.770 -0.530 0.1673
C -0.316 1.076 0.242 0.5054
C 0.356 2.083 1.074 -0.7135
C -1.655 0.086 -1.447 -0.4465
H -1.989 -0.588 -0.694 0.2607
H -0.267 2.882 1.336 0.2652
H -0.943 -0.401 -2.075 0.2381
H 2.181 -0.148 0.558 0.4229
H 1.085 2.583 0.293 0.2874
H -2.682 0.465 -1.901 0.2459
H 1.500 -1.267 1.732 0.4166
H 2.154 -2.151 -1.688 0.5241
H -1.365 2.203 -1.141 0.4420
H -0.852 -1.274 1.984 0.4996
H 0.763 1.594 1.938 0.2891
```

=====

Stability, lowest: (two)

=====

(one)
Molecular formula: C5H11N2O2S
Method: DFT, the ωB97M-V functional and the def2-TZVPD basis

Orbital gap (alpha / beta), eV: 8.09 / 8.74
E_LUMO (alpha / beta), eV: -4.28 / -4.28
Total charge: +1

The geometry in XYZ format:
```
21
Properties=species:S:1:pos:R:3:nbo_charge:R:1
S 3.485 -0.663 0.087 1.4371
O 2.326 -1.498 -0.185 -0.9244
O 3.442 0.904 -0.697 -0.5883
N -0.936 -1.078 -0.248 -0.5273
N 0.378 1.467 0.318 -0.2832
C 2.805 0.952 0.518 -0.0662
C 0.162 1.129 -1.068 -0.2817
C 0.078 -0.404 -1.240 -0.2535
C -0.371 -0.886 1.054 -0.3090
C -0.183 0.623 1.282 -0.3218
H -1.128 1.158 1.655 0.2462
H -0.370 -0.559 -2.219 0.2177
H 0.398 0.740 2.312 0.2509
H 0.919 1.417 -1.735 0.2447
H -1.841 -0.541 -0.403 0.4315
H -0.852 1.486 -1.313 0.2127
H -1.109 -2.098 -0.665 0.4666
H 1.065 -0.831 -1.178 0.2736
H 0.744 -1.295 0.835 0.2648
H 2.945 1.842 1.275 0.2550
H -0.715 -1.354 1.936 0.2548
```

=====

(two)
Molecular formula: C5H11N2O2S
Method: DFT, the ωB97M-V functional and the def2-TZVPD basis

Orbital gap, eV: 10.16
E_LUMO, eV: -4.69
Total charge: +1

The geometry in XYZ format:
```
21
Properties=species:S:1:pos:R:3:nbo_charge:R:1
S 1.221 0.461 0.738 2.1518
O 0.528 1.669 1.070 -0.9108
O 2.084 0.352 -0.372 -0.9197
N -1.037 0.685 -1.664 0.0408
N -1.294 0.599 -0.500 0.0566
C -0.243 -0.255 -2.272 -0.2873
C 1.837 -0.563 2.134 -0.8513
C -2.040 1.496 0.353 -0.4419
C -0.136 -0.688 0.214 -0.2509
C 0.098 -1.233 -1.154 -0.5291
H -0.900 -0.768 -3.027 0.2829
H 0.727 0.259 -2.589 0.3013
H 1.085 -1.594 -1.116 0.2803
H -0.329 -2.200 -1.330 0.2552
H -1.471 2.444 0.308 0.2844
H -0.639 -1.249 0.909 0.2301
H -3.095 1.630 -0.135 0.2573
H 0.890 -1.033 2.500 0.2469
H 2.621 -1.302 1.803 0.2858
H 2.254 0.207 2.827 0.2791
H -2.162 1.081 1.303 0.2387
```

=====

Stability, lowest: (one)

=====

(one)
Molecular formula: C11H17N4
Method: DFT, the ωB97M-V functional and the def2-TZVPD basis

Orbital gap, eV: 8.61
E_LUMO, eV: -2.63
Total charge: +1

The geometry in XYZ format:
```
32
Properties=species:S:1:pos:R:3:nbo_charge:R:1
N -2.197 -0.778 -1.271 -0.7641
N 1.293 0.197 1.847 -0.5671
N -0.807 -2.087 -0.031 -0.7527
N -1.792 -0.268 0.960 -0.5551
C 2.086 -1.152 -1.890 -0.2547
C 2.265 -1.644 0.491 -0.2529
C -1.609 -1.028 -0.094 0.6850
C 1.702 -0.379 0.680 0.1394
C 0.762 1.473 1.585 -0.0570
C -2.929 0.639 1.044 -0.4381
C 0.891 1.698 0.255 -0.0583
C 2.412 -2.017 -0.833 -0.2248
C 0.395 2.915 -0.453 -0.6447
C 1.627 0.138 -1.685 -0.1834
C 1.508 0.559 -0.358 -0.1078
H -1.159 -0.347 1.740 0.4346
H -0.380 -2.249 0.866 0.4168
H 1.559 -0.179 2.747 0.4204
H 0.162 1.881 2.377 0.2189
H -2.246 -1.515 -1.951 0.4281
H 2.244 -1.527 -2.890 0.2267
H 0.263 3.812 0.157 0.2364
H 1.309 0.748 -2.524 0.2291
H -3.893 0.127 0.966 0.2221
H 0.874 3.314 -1.339 0.2412
H -0.326 -2.381 -0.868 0.4331
H -0.645 2.720 -0.746 0.2015
H 2.455 -2.245 1.371 0.2239
H -2.869 1.377 0.254 0.2066
H 2.895 -2.940 -1.115 0.2308
H -2.958 1.187 1.966 0.2478
H -2.893 -0.051 -1.259 0.4185
```

=====

(two)
Molecular formula: C11H17N4
Method: DFT, the ωB97M-V functional and the def2-TZVPD basis

Orbital gap, eV: 5.24
E_LUMO, eV: -5.14
Total charge: +1

The geometry in XYZ format:
```
32
Properties=species:S:1:pos:R:3:nbo_charge:R:1
N 0.357 -3.658 3.172 -0.1326
N -1.955 -1.261 0.590 -0.6061
N 1.016 0.987 -2.998 -0.5168
N -0.881 -3.303 3.422 -0.2124
C 2.857 2.215 -2.977 -0.2941
C 0.684 2.193 -3.555 -0.0773
C 2.341 0.991 -2.646 -0.0918
C -1.664 -2.539 2.676 0.0455
C -0.469 0.749 0.717 -0.4181
C 0.859 -3.202 2.042 0.0335
C 0.133 -2.404 1.158 -0.1408
C -0.428 2.256 0.472 -0.6043
C -1.882 0.210 0.872 -0.2074
C 1.805 2.977 -3.556 -0.2968
C -1.178 -2.045 1.454 0.1852
H 0.048 0.214 -0.079 0.2009
H 3.877 2.528 -2.831 0.2288
H -2.661 -2.331 3.034 0.2524
H -1.120 2.563 -0.306 0.2141
H -2.550 0.681 0.156 0.2219
H 1.868 3.984 -3.932 0.2306
H -0.620 2.786 1.401 0.2138
H -2.260 0.407 1.878 0.1785
H 0.384 0.219 -2.874 0.4036
H 1.874 -3.495 1.827 0.2493
H 0.082 0.549 1.639 0.1966
H 2.802 0.127 -2.198 0.2034
H -2.922 -1.559 0.662 0.3836
H 0.589 -2.082 0.234 0.2640
H 0.578 2.522 0.155 0.2365
H -1.250 -3.664 4.295 0.4425
H -0.316 2.385 -3.903 0.2136
```

=====

Stability, lowest: (two)